No. 1
The following is a DFT calculation (wB97M-V/def2-TZVPD) of 8 unconnected molecules or ions with the total composition C22H64N4O8 in a non-equilibrium geometry.

Each line ends with the Löwdin charge.
CARTESIAN COORDINATES (ANGSTROEM)
C: 2.68 -3.85 13.91  -0.0691
C: 2.73 -2.53 14.67  -0.5132
C: 2.11 -1.41 13.85  -0.0651
O: 2.03 -2.76 15.90  -0.0740
H: 3.38 -3.73 13.03  0.0896
H: 1.63 -3.98 13.51  0.0956
H: 2.99 -4.69 14.57  0.0817
H: 3.79 -2.33 14.86  0.1274
H: 2.19 -0.50 14.41  0.0608
H: 1.01 -1.57 13.69  0.0924
H: 2.51 -1.36 12.83  0.0819
H: 2.32 -2.22 16.61  0.0111
C: 0.35 0.54 19.98  -0.0723
C: -0.60 -0.49 19.53  -0.4559
C: -0.91 -0.23 18.06  -0.0367
O: 0.11 -1.76 19.73  -0.0479
H: -0.11 1.48 20.35  0.1062
H: 1.06 0.80 19.22  0.0704
H: 0.86 0.14 20.81  0.0554
H: -1.49 -0.42 20.15  0.1358
H: -1.35 -1.07 17.45  0.0995
H: 0.02 0.06 17.61  0.0625
H: -1.59 0.60 17.99  0.0752
H: -0.47 -2.44 19.45  0.0281
O: 4.31 0.70 17.90  -0.0631
H: 5.07 0.54 17.33  0.0523
H: 4.66 1.02 18.73  -0.0234
O: 2.87 -1.64 18.34  -0.0637
H: 3.14 -0.71 18.09  0.0364
H: 2.23 -1.54 19.03  -0.0148
C: 3.39 -7.37 19.56  -0.0774
C: 4.78 -7.42 18.95  -0.3786
C: 5.27 -5.99 18.65  -0.2340
O: 4.41 -5.33 17.75  -0.1949
C: 4.95 -4.10 17.33  -0.0935
N: 5.66 -8.06 20.02  0.0332
H: 2.73 -6.77 18.94  0.0628
H: 3.31 -6.90 20.53  0.0490
H: 3.05 -8.40 19.80  0.0865
H: 4.71 -8.00 18.01  0.1442
H: 6.31 -6.14 18.22  0.1415
H: 5.22 -5.39 19.58  0.0932
H: 5.84 -4.30 16.68  0.1033
H: 5.30 -3.55 18.20  0.0743
H: 4.14 -3.59 16.82  0.0571
H: 6.64 -8.01 19.71  0.0528
H: 5.64 -7.56 20.90  0.0151
C: -3.55 -5.04 19.91  -0.0459
C: -3.29 -4.07 18.75  -0.4241
C: -2.10 -4.34 17.82  -0.2172
O: -0.97 -4.16 18.59  -0.2430
C: 0.23 -4.78 18.23  -0.0840
N: -4.39 -3.94 17.77  0.0110
H: -3.55 -6.01 19.50  0.0526
H: -4.55 -4.80 20.29  0.0740
H: -2.77 -5.00 20.71  0.0959
H: -3.20 -3.06 19.12  0.1254
H: -2.03 -3.68 16.95  0.1245
H: -2.15 -5.38 17.42  0.1387
H: 0.48 -4.53 17.12  0.1196
H: 0.11 -5.88 18.29  0.0944
H: 0.96 -4.38 18.89  0.0699
H: -5.29 -3.83 18.29  0.0838
H: -4.49 -4.75 17.18  0.0633
C: 5.66 -1.05 20.54  -0.0309
C: 4.66 -0.02 21.08  -0.3939
C: 4.47 0.01 22.56  -0.2242
O: 5.52 0.80 23.09  -0.2074
C: 5.91 0.46 24.49  -0.0271
N: 4.97 1.33 20.51  0.0475
H: 5.15 -1.93 20.85  0.0361
H: 6.63 -0.98 21.07  0.0969
H: 5.76 -1.06 19.45  0.0744
H: 3.66 -0.29 20.62  0.1242
H: 4.55 -0.99 22.90  0.0904
H: 3.49 0.44 22.87  0.1363
H: 6.64 1.17 24.83  0.0783
H: 6.35 -0.52 24.45  0.0775
H: 5.04 0.53 25.12  0.0774
H: 4.27 2.02 20.67  0.0858
H: 5.74 1.63 21.03  0.0577
C: 6.62 -4.53 22.01  -0.0475
C: 5.30 -4.89 22.73  -0.4171
C: 4.04 -4.39 22.04  -0.1948
O: 3.80 -3.01 22.30  -0.2193
C: 2.54 -2.59 21.85  -0.0914
N: 5.25 -6.32 22.79  0.0187
H: 6.67 -3.56 21.54  0.0440
H: 6.84 -5.21 21.17  0.0653
H: 7.52 -4.45 22.75  0.1041
H: 5.27 -4.49 23.80  0.1558
H: 3.22 -4.98 22.42  0.1207
H: 4.06 -4.50 20.94  0.1224
H: 1.69 -3.08 22.29  0.0984
H: 2.58 -2.67 20.78  0.0713
H: 2.52 -1.52 22.07  0.0697
H: 6.05 -6.66 23.30  0.0822
H: 4.52 -6.71 23.36  0.0818

Output
Charge = 0
Gap between HOMO and LUMO = 0.3518 Eh
Strongest force on any atom = 3.2 eV Å⁻¹
E_HOMO = -0.328 Ha
Lowest unoccupied orbital energy = 0.66 eV
SMILES = COC[C@H](C)N.COC[C@H](C)N.COC[C@H](C)N.COC[C@H](C)N.CC(C)O.CC(C)O.O.O

---

No. 2
The following is a DFT calculation (wB97M-V/def2-TZVPD) of a single C6H4Cl2 molecule in a non-equilibrium geometry.

Each line ends with the natural charge from an NBO analysis.
CARTESIAN COORDINATES (ANGSTROEM)
Cl: -1.07 0.93 -2.73  0.0134
Cl: 1.95 1.23 -2.04  0.0008
C: -0.90 -0.55 1.01  -0.2126
C: 0.50 -0.58 1.29  -0.1991
C: -1.39 -0.03 -0.14  -0.2105
C: 1.38 0.00 0.34  -0.2270
C: -0.48 0.36 -1.17  -0.0503
C: 0.85 0.46 -0.88  -0.0366
H: -1.60 -0.98 1.71  0.2204
H: 0.74 -0.96 2.39  0.2356
H: -2.42 0.05 -0.28  0.2287
H: 2.44 0.08 0.50  0.2374

Output
Charge = 0
Gap between HOMO and LUMO = 0.3726 Eh
Strongest force on any atom = 2.9 eV Å⁻¹
E_HOMO = -0.345 Ha
Lowest unoccupied orbital energy = 0.74 eV
SMILES = Clc1ccccc1Cl

---

No. 3
The following is a DFT calculation (wB97M-V/def2-TZVPD) of 2 unconnected molecules or ions with the total composition C4H14NO2 in a non-equilibrium geometry.

Each line ends with the natural charge from an NBO analysis.
CARTESIAN COORDINATES (ANGSTROEM)
O: -0.21 0.25 -2.01  -0.7538
C: -0.04 1.35 -1.13  -0.0643
C: 0.01 0.84 0.33  -0.0685
N: 0.31 -0.62 0.39  -0.5099
C: -0.14 -1.27 1.66  -0.4172
C: 0.96 1.67 1.15  -0.6393
H: -0.07 0.52 -2.92  0.5013
H: -0.83 2.10 -1.22  0.1983
H: 0.90 1.82 -1.39  0.1782
H: -1.01 0.97 0.67  0.2213
H: 0.01 -1.20 -0.38  0.4934
H: 1.34 -0.64 0.39  0.4239
H: 0.44 -0.93 2.52  0.2318
H: -0.14 -2.34 1.53  0.2458
H: -1.11 -0.86 1.88  0.2271
H: 0.59 2.67 1.30  0.2621
H: 1.03 1.26 2.17  0.2267
H: 1.98 1.62 0.78  0.2266
H: -1.11 -1.85 -2.45  0.4957
H: -1.81 -2.99 -1.65  0.4959
O: -1.09 -2.36 -1.63  -0.9749

Output
Charge = +1
Gap between HOMO and LUMO = 0.4425 Eh
Strongest force on any atom = 2.4 eV Å⁻¹
E_HOMO = -0.544 Ha
Lowest unoccupied orbital energy = -2.76 eV

---

No. 4
The following is a DFT calculation (wB97M-V/def2-TZVPD) of a molecular structure, C35H24Br2MoN9O7S.

Each line ends with the Löwdin charge.
CARTESIAN COORDINATES (ANGSTROEM)
Mo: -0.23 -0.35 -0.65  1.4337
C: 2.49 -0.66 2.95  -0.0420
C: 2.23 -1.91 3.50  -0.0473
C: 1.18 -2.63 3.00  0.0004
C: 0.39 -2.10 1.97  -0.3047
N: 0.69 -0.93 1.37  0.0424
C: 1.73 -0.24 1.89  -0.1318
N: -0.72 -2.85 1.66  0.1874
C: -1.71 -2.38 1.01  -0.2937
N: -1.87 -1.14 0.39  -0.0237
C: -3.19 -1.09 -0.06  -0.2767
N: -3.86 -0.14 -0.59  0.1692
C: -3.36 1.12 -0.85  -0.3252
C: -4.36 2.04 -1.21  -0.0090
C: -4.02 3.33 -1.53  -0.0570
C: -2.68 3.68 -1.50  -0.0508
C: -1.76 2.71 -1.16  -0.1670
N: -2.06 1.44 -0.81  0.0251
C: -3.85 -2.39 0.20  -0.1021
C: -5.12 -2.83 -0.10  -0.0010
C: -5.43 -4.14 0.26  -0.0693
C: -4.50 -4.95 0.91  -0.0688
C: -3.23 -4.48 1.22  0.0010
C: -2.93 -3.19 0.84  -0.1049
H: 3.29 -0.03 3.31  0.1133
H: 2.83 -2.30 4.31  0.1108
H: 0.89 -3.60 3.38  0.1149
H: 1.98 0.69 1.43  0.0860
H: -5.37 1.69 -1.23  0.1106
H: -4.78 4.05 -1.81  0.1093
H: -2.33 4.67 -1.75  0.1095
H: -0.72 2.97 -1.21  0.0818
H: -5.83 -2.19 -0.61  0.1139
H: -6.41 -4.54 0.03  0.1011
H: -4.77 -5.97 1.16  0.1015
H: -2.49 -5.10 1.72  0.1165
O: 3.08 6.17 4.44  -0.3699
S: 2.90 7.40 3.70  0.3835
O: 3.92 8.40 3.91  -0.3633
O: 1.54 7.90 3.66  -0.3652
C: 3.11 6.89 1.96  -0.3352
N: 3.72 7.71 1.11  0.1261
C: 3.78 7.31 -0.16  -0.1205
C: 3.26 6.11 -0.60  -0.0051
C: 2.65 5.32 0.37  -0.2301
N: 2.58 5.71 1.64  0.1635
C: 2.03 4.01 0.08  -0.1152
C: 2.33 3.27 -1.06  0.0231
C: 1.72 2.04 -1.27  -0.1391
N: 0.84 1.53 -0.40  -0.1432
C: 0.56 2.25 0.71  -0.1687
C: 1.12 3.47 0.98  0.0290
H: 4.27 7.99 -0.85  0.1067
H: 3.31 5.82 -1.64  0.0994
H: 3.05 3.62 -1.79  0.1148
H: 1.92 1.45 -2.15  0.0794
H: -0.16 1.80 1.39  0.1212
H: 0.88 4.01 1.89  0.1309
Br: 0.44 -8.64 -1.86  0.7124
C: -0.30 -6.92 -2.15  -0.6679
C: -1.42 -6.79 -2.95  -0.2021
N: -1.99 -5.61 -3.19  0.0759
C: -1.45 -4.53 -2.64  -0.0682
C: -0.33 -4.57 -1.82  -0.0901
C: 0.27 -5.80 -1.57  -0.0435
C: 0.25 -3.33 -1.18  -0.5768
O: 1.24 -3.42 -0.47  0.0584
O: -0.43 -2.27 -1.45  -0.2790
H: -1.87 -7.66 -3.40  0.0969
H: -1.92 -3.57 -2.85  0.1212
H: 1.14 -5.85 -0.94  0.1187
C: 4.14 -1.09 -0.84  -0.0505
O: 2.84 -0.63 -0.46  -0.1658
C: 1.83 -0.96 -1.32  -0.5868
O: 2.10 -1.46 -2.38  -0.0056
H: 4.80 -0.84 -0.01  0.0889
H: 4.47 -0.58 -1.75  0.0903
H: 4.12 -2.16 -1.02  0.0951
Br: -0.46 0.21 -3.11  0.2029

Output
Charge = -1
Gap between HOMO and LUMO (spin up / spin down) = 0.2297 / 0.2296 Eh
Strongest force on any atom = 0.7 eV Å⁻¹
E_HOMO (spin up / spin down) = -0.211 / -0.211 Ha
Lowest unoccupied orbital energy (spin up / spin down) = 0.51 / 0.51 eV

---

No. 5
The following is a DFT calculation (wB97M-V/def2-TZVPD) of a molecular structure, C2H2CrFO in a non-equilibrium geometry.

Each line ends with the natural charge from an NBO analysis.
CARTESIAN COORDINATES (ANGSTROEM)
C: -0.67 0.07 -0.18  0.6391
C: 0.70 0.17 -0.31  -0.5344
F: -1.53 0.35 -1.15  -0.2595
O: -1.03 0.22 1.05  -0.6436
H: 1.13 0.30 -1.30  0.2546
H: 1.40 0.42 0.49  0.2455
Cr: 0.01 -1.52 1.40  1.2982

Output
Multiplicity = 5
<S²> = 6.31
Charge = +1
Gap between HOMO and LUMO (spin up / spin down) = 0.2862 / 0.3200 Eh
Strongest force on any atom = 4.6 eV Å⁻¹
E_HOMO (spin up / spin down) = -0.543 / -0.553 Ha
Lowest unoccupied orbital energy (spin up / spin down) = -7.00 / -6.35 eV

---

Energy above the lowest of the compared OMol25 structures with the same formula, charge and spin values (in kcal/mol) by entry order: 33.1 12.2 23.1 25.2 0.0.